No. 1
Computed, not measured: C31H42NO3S5SiTc as an isolated structure at a distorted geometry, with ωB97M-V/def2-TZVPD.

Structure (XYZ):
```
84
Properties=species:S:1:pos:R:3
Tc -1.574 -0.761 0.921
S -2.942 1.180 0.918
C -3.222 1.309 2.642
C -4.391 1.895 3.122
C -4.619 1.983 4.482
C -3.675 1.523 5.389
C -2.485 0.985 4.929
C -2.274 0.855 3.568
S -0.717 0.228 2.943
C -0.514 -1.401 3.786
C -0.063 -2.458 2.822
C 0.677 -3.542 3.270
C 0.995 -4.561 2.384
C 0.570 -4.459 1.068
C -0.127 -3.330 0.669
C -0.547 -3.140 -0.753
S -2.165 -2.266 -0.902
C -3.213 -3.512 -0.148
C -3.597 -4.603 -0.914
C -4.360 -5.608 -0.350
C -4.747 -5.515 0.980
C -4.403 -4.410 1.732
C -3.642 -3.379 1.173
S -3.323 -1.951 2.116
N -0.442 -2.355 1.536
H -5.117 2.254 2.410
H -5.534 2.425 4.841
H -3.852 1.595 6.451
H -1.718 0.671 5.621
H -1.495 -1.661 4.194
H 0.199 -1.279 4.601
H 0.994 -3.595 4.297
H 1.562 -5.415 2.711
H 0.793 -5.235 0.355
H -0.613 -4.082 -1.295
H 0.154 -2.462 -1.249
H -3.298 -4.656 -1.949
H -4.656 -6.456 -0.946
H -5.335 -6.302 1.426
H -4.724 -4.321 2.758
C 4.733 2.003 -0.777
C 3.629 1.946 0.275
C 3.840 3.026 1.335
C 3.554 0.559 0.905
O 2.380 2.248 -0.351
Si 1.481 1.522 -1.459
S 0.190 0.139 -0.348
O 0.546 2.521 -2.279
C 0.129 3.879 -2.103
C 1.343 4.792 -2.248
C -0.877 4.151 -3.221
C -0.502 4.036 -0.725
O 2.309 0.500 -2.375
C 2.172 0.024 -3.716
C 0.728 -0.393 -3.975
C 2.584 1.143 -4.669
C 3.118 -1.170 -3.834
H 5.702 1.839 -0.316
H 4.731 2.978 -1.258
H 4.556 1.243 -1.532
H 4.787 2.872 1.844
H 3.034 3.001 2.065
H 3.850 4.006 0.866
H 4.487 0.315 1.404
H 3.359 -0.177 0.129
H 2.741 0.524 1.626
H 1.814 4.634 -3.215
H 2.065 4.574 -1.467
H 1.035 5.832 -2.174
H -0.404 3.985 -4.186
H -1.222 5.179 -3.172
H -1.729 3.482 -3.132
H 0.239 3.808 0.037
H -1.337 3.348 -0.614
H -0.858 5.052 -0.582
H 0.068 0.448 -3.783
H 0.448 -1.208 -3.312
H 0.604 -0.718 -5.004
H 1.901 1.980 -4.561
H 2.563 0.791 -5.696
H 3.589 1.480 -4.431
H 2.828 -1.949 -3.133
H 4.134 -0.862 -3.604
H 3.092 -1.572 -4.843
```

Properties
**Charge**: +1
**Gap between HOMO and LUMO (alpha / beta)**: 7.54 / 5.78 eV
**2S+1**: 4
**<S²>**: 3.78
**Largest force on an atom**: 0.0420 Eh/bohr
**LUMO energy (alpha / beta)**: -2.9 / -4.5 eV
**Relative energy (zero: lowest compared OMol25 entry of this formula, charge and spin)**: 54.5 kJ/mol

---

No. 2
Computed, not measured: C31H43AsFeN4P2 as an isolated structure, with ωB97M-V/def2-TZVPD.

Structure (XYZ):
```
82
Properties=species:S:1:pos:R:3
Fe 0.016 -0.258 -0.120
C 1.503 -1.992 -2.302
N 0.085 -1.732 -2.036
C -0.611 -2.952 -1.628
C -0.008 -3.370 -0.308
C 0.098 -4.701 0.057
C 0.805 -5.043 1.202
C 1.421 -4.028 1.921
C 1.250 -2.723 1.500
N 0.520 -2.375 0.431
C -0.516 -1.070 -3.190
C -1.841 -0.500 -2.783
C -2.875 -0.389 -3.699
C -4.127 0.018 -3.271
C -4.295 0.281 -1.919
C -3.201 0.167 -1.082
N -1.974 -0.196 -1.482
C 2.235 -0.688 -2.226
C 3.333 -0.449 -3.036
C 3.964 0.782 -2.999
C 3.449 1.742 -2.142
C 2.358 1.422 -1.363
N 1.734 0.227 -1.370
H 1.657 -2.465 -3.278
H 1.903 -2.670 -1.549
H -0.494 -3.755 -2.365
H -1.679 -2.747 -1.528
H -0.339 -5.459 -0.577
H 0.907 -6.077 1.500
H 2.028 -4.236 2.789
H 1.736 -1.913 2.037
H -0.646 -1.760 -4.032
H 0.155 -0.276 -3.529
H -2.697 -0.653 -4.732
H -4.952 0.103 -3.965
H -5.253 0.570 -1.512
H -3.319 0.399 -0.032
H 3.669 -1.227 -3.707
H 4.816 0.991 -3.631
H 3.884 2.729 -2.070
H 1.984 2.175 -0.682
C 1.391 0.175 3.480
P 1.516 0.592 1.699
C 3.302 0.241 1.414
C 1.350 2.415 1.721
C 2.090 3.173 2.626
C 2.046 4.557 2.588
C 1.270 5.202 1.634
C 0.526 4.458 0.733
C 0.553 3.066 0.772
P -0.507 2.100 -0.357
C -2.142 2.860 -0.026
C -0.247 2.709 -2.072
H 2.232 0.659 3.975
H 1.462 -0.891 3.700
H 0.480 0.581 3.917
H 3.822 0.364 2.363
H 3.751 0.925 0.698
H 3.450 -0.784 1.071
H 2.721 2.699 3.365
H 2.622 5.133 3.298
H 1.245 6.282 1.593
H -0.071 4.981 -0.003
H -2.005 3.935 -0.163
H -2.492 2.700 0.993
H -2.884 2.538 -0.749
H 0.334 3.631 -2.060
H -1.224 2.931 -2.497
H 0.255 1.986 -2.716
C -2.970 0.471 2.564
As -1.739 -0.820 1.754
C -1.220 -1.650 3.447
C -2.947 -2.237 1.158
H -3.483 -0.062 3.365
H -3.727 0.865 1.887
H -2.409 1.295 3.002
H -2.089 -2.229 3.758
H -1.047 -0.885 4.197
H -0.366 -2.318 3.380
H -3.591 -2.494 1.999
H -2.375 -3.121 0.880
H -3.570 -1.932 0.321
```

Properties
**Charge**: +3
**Gap between HOMO and LUMO (alpha / beta)**: 7.56 / 9.07 eV
**2S+1**: 2
**<S²>**: 0.93
**Largest force on an atom**: 0.0086 Eh/bohr
**LUMO energy (alpha / beta)**: -9.9 / -8.5 eV
**Relative energy (zero: lowest compared OMol25 entry of this formula, charge and spin)**: 68.4 kJ/mol

---

No. 3
Computed, not measured: an isolated ion of composition C31H43BClN2O6 and charge +1 at a distorted geometry, with ωB97M-V/def2-TZVPD.

Structure (XYZ):
```
84
Properties=species:S:1:pos:R:3
C -0.449 -0.425 5.841
O -0.613 -1.848 5.861
C -0.032 -2.354 4.650
C -0.819 -3.592 4.130
C 0.185 -4.649 3.576
C 0.431 -4.581 2.041
C 0.632 -3.157 1.478
C 2.096 -2.603 1.674
C 2.839 -2.387 0.321
C 3.850 -1.195 0.375
C 3.144 0.152 -0.029
C 3.975 1.008 -1.011
C 3.146 2.116 -1.757
C 1.906 1.555 -2.439
N 1.999 1.080 -3.664
C 0.942 0.525 -4.358
C 1.188 -0.028 -5.750
C 1.193 1.031 -6.879
O 0.867 0.693 -7.978
Cl 1.710 2.722 -6.617
C -0.289 0.459 -3.754
O -1.293 -0.120 -4.480
C -0.466 0.958 -2.409
C -1.710 0.892 -1.710
C -2.963 0.267 -2.264
C -3.036 -1.150 -2.398
C -4.242 -1.601 -2.929
C -5.299 -0.768 -3.319
N -5.208 0.554 -3.209
C -4.076 0.995 -2.681
C -1.762 1.413 -0.412
B -3.168 1.292 0.384
O -3.330 0.176 1.168
O -4.118 2.272 0.303
C -0.644 2.004 0.252
C -0.670 2.547 1.671
C -0.215 4.047 1.783
C -1.138 4.851 2.761
O -2.036 5.711 2.063
C 0.568 2.063 -0.423
C 0.653 1.540 -1.737
H -1.178 -0.014 5.117
H -0.578 0.013 6.839
H 0.566 -0.161 5.483
H -0.007 -1.576 3.863
H 1.018 -2.610 4.898
H -1.307 -4.036 5.016
H -1.597 -3.310 3.403
H -0.247 -5.645 3.784
H 1.126 -4.607 4.149
H -0.416 -5.069 1.528
H 1.332 -5.193 1.838
H -0.074 -2.418 1.898
H 0.394 -3.197 0.395
H 2.016 -1.680 2.268
H 2.634 -3.404 2.213
H 2.048 -2.177 -0.428
H 3.318 -3.322 -0.015
H 4.178 -1.141 1.427
H 4.701 -1.406 -0.295
H 2.146 -0.126 -0.397
H 3.024 0.710 0.920
H 4.505 0.390 -1.755
H 4.717 1.553 -0.401
H 2.922 2.989 -1.136
H 3.801 2.483 -2.574
H 2.918 1.136 -4.097
H 0.360 -0.714 -5.979
H 2.158 -0.554 -5.809
H -1.584 0.473 -5.188
H -2.215 -1.813 -2.121
H -4.367 -2.682 -3.071
H -6.206 -1.236 -3.716
H -4.005 2.088 -2.555
H -2.639 -0.466 0.966
H -3.802 2.895 -0.365
H -1.642 2.451 2.177
H 0.067 1.962 2.252
H -0.222 4.543 0.795
H 0.800 4.133 2.208
H -1.760 4.174 3.371
H -0.541 5.436 3.489
H -1.533 6.174 1.384
H 1.425 2.489 0.097
```

Properties
**Charge**: +1
**Gap between HOMO and LUMO**: 7.28 eV
**Largest force on an atom**: 0.0403 Eh/bohr
**SMILES**: COCCCCCCCCCCCc1[nH+]c(CC(=O)Cl)c(O)c2c(-c3cccnc3)c(B(O)O)c(CCCO)cc12
**LUMO energy**: -4.2 eV

---

No. 4
Computed, not measured: C31H43N11OPb as an isolated structure at a distorted geometry, with ωB97M-V/def2-TZVPD.

Structure (XYZ):
```
87
Properties=species:S:1:pos:R:3
Pb -0.803 -2.877 -0.197
C -4.417 -0.484 -1.101
N -3.200 -0.051 -1.851
C -3.594 0.881 -2.969
C -1.976 -0.348 -1.496
N -1.770 -0.738 -0.193
C -2.190 -0.010 0.819
C -2.046 1.394 0.625
C -2.507 2.396 1.498
C -3.071 1.983 2.666
C -3.046 0.609 2.972
C -3.623 0.277 4.174
C -3.699 -1.050 4.660
C -3.299 -2.010 3.816
C -2.754 -1.805 2.466
N -2.434 -2.865 1.770
C -2.507 -4.175 2.273
N -1.410 -4.789 2.670
C -1.393 -6.280 2.749
C -0.142 -4.052 2.963
N -3.659 -4.808 2.265
C -4.025 -5.743 3.399
C -4.743 -4.505 1.340
C -2.595 -0.445 2.065
N -0.961 -0.403 -2.372
C -1.113 -0.476 -3.827
C 0.437 -0.226 -1.929
H -4.888 0.348 -0.638
H -4.121 -1.278 -0.439
H -5.126 -0.896 -1.820
H -4.377 1.485 -2.577
H -4.044 0.284 -3.828
H -2.814 1.567 -3.247
H -1.569 1.745 -0.269
H -2.397 3.425 1.226
H -3.588 2.647 3.365
H -3.940 1.146 4.836
H -4.040 -1.250 5.663
H -3.346 -3.021 4.220
H -2.014 -6.694 1.965
H -1.509 -6.810 3.696
H -0.364 -6.496 2.505
H -0.170 -3.015 2.638
H 0.645 -4.467 2.392
H 0.112 -4.100 4.029
H -3.349 -5.610 4.215
H -4.068 -6.775 3.161
H -4.994 -5.417 3.777
H -4.404 -4.203 0.349
H -5.481 -3.714 1.788
H -5.251 -5.445 1.213
H -2.073 -0.981 -4.028
H -0.239 -0.984 -4.191
H -1.122 0.529 -4.239
H 0.600 -0.027 -0.871
H 0.854 0.655 -2.545
H 1.054 -1.092 -2.205
O 0.759 -1.977 0.932
H 1.658 -2.188 0.704
H 6.376 0.720 1.480
C 3.929 2.070 1.014
C 5.370 2.339 0.660
N 6.399 1.608 0.959
C 7.529 2.111 0.443
C 7.168 3.223 -0.227
N 5.825 3.340 -0.099
C 5.002 4.351 -0.732
N 4.558 3.828 -2.055
N 4.093 2.589 -2.320
N 3.797 2.483 -3.558
C 4.007 3.702 -4.163
C 3.881 4.015 -5.506
C 4.060 5.408 -5.881
C 4.434 6.296 -4.918
C 4.711 5.928 -3.577
C 4.547 4.571 -3.249
H 3.828 1.077 1.435
H 3.467 2.053 0.025
H 3.551 2.836 1.651
H 8.494 1.702 0.516
H 7.755 3.974 -0.732
H 5.689 5.192 -0.873
H 4.234 4.749 -0.038
H 3.776 3.321 -6.326
H 4.082 5.752 -6.926
H 4.518 7.333 -5.157
H 5.069 6.638 -2.880
```

Properties
**Charge**: +4
**Gap between HOMO and LUMO (alpha / beta)**: 2.34 / 2.33 eV
**Largest force on an atom**: 0.0683 Eh/bohr
**LUMO energy (alpha / beta)**: -13.4 / -13.4 eV
**Relative energy (zero: lowest compared OMol25 entry of this formula, charge and spin)**: 0.0 kJ/mol

---

No. 5
Computed, not measured: C31H44As3BaBrCl2NO4S as an isolated structure at a distorted geometry, with ωB97M-V/def2-TZVPD.

Structure (XYZ):
```
88
Properties=species:S:1:pos:R:3
Ba 1.287 0.373 0.445
Cl 2.013 2.319 7.867
C 1.557 1.904 6.247
C 0.199 1.734 5.940
C -0.195 1.415 4.668
Cl -1.885 1.206 4.344
C 0.730 1.242 3.599
O 0.362 0.988 2.394
C 2.105 1.383 3.964
C 3.161 1.110 3.034
O 3.029 0.639 1.898
C 2.495 1.730 5.275
H -0.544 1.858 6.716
H 4.177 1.325 3.401
H 3.548 1.837 5.507
C -2.792 1.638 0.846
As -1.665 0.231 0.087
C -2.849 -0.188 -1.423
C -2.081 -1.135 1.462
C -2.098 -2.640 1.129
C -1.940 -3.395 2.454
C -0.979 -3.053 0.164
As 0.884 -2.557 0.585
C 1.431 -3.995 1.799
C 1.602 -3.399 -1.034
C -3.457 -3.007 0.506
As -3.643 -4.879 -0.124
C -3.487 -4.508 -2.045
C -5.600 -4.903 -0.060
H -3.782 1.236 1.062
H -2.900 2.468 0.149
H -2.340 2.002 1.766
H -3.893 -0.263 -1.119
H -2.549 -1.110 -1.919
H -2.749 0.628 -2.142
H -3.040 -0.858 1.906
H -1.324 -0.937 2.227
H -0.982 -3.168 2.926
H -1.999 -4.474 2.298
H -2.728 -3.107 3.152
H -1.155 -2.607 -0.822
H -0.989 -4.138 0.030
H 0.886 -4.912 1.579
H 1.272 -3.719 2.839
H 2.496 -4.166 1.644
H 1.288 -4.443 -1.070
H 2.689 -3.346 -1.023
H 1.242 -2.882 -1.923
H -3.678 -2.356 -0.340
H -4.244 -2.847 1.248
H -2.453 -4.268 -2.297
H -4.132 -3.676 -2.329
H -3.778 -5.392 -2.611
H -5.928 -4.966 0.977
H -5.976 -5.774 -0.593
H -6.013 -4.001 -0.514
O 6.160 1.809 -2.731
C 5.233 1.037 -2.140
C 5.485 0.261 -1.010
C 4.453 -0.487 -0.491
N 3.217 -0.500 -1.009
C 3.017 0.241 -2.084
Br 1.250 0.175 -2.793
C 3.964 1.023 -2.706
H 7.010 1.729 -2.283
H 6.466 0.239 -0.552
H 4.607 -1.114 0.378
H 3.744 1.604 -3.589
C -0.764 4.194 -5.841
C -0.349 3.992 -4.411
C 0.984 4.135 -4.023
C 1.374 3.923 -2.713
C 0.415 3.572 -1.771
C -0.914 3.423 -2.131
C -1.290 3.640 -3.447
S 0.926 3.142 -0.127
C 1.588 4.706 0.420
O 2.148 2.264 -0.330
H 0.073 4.515 -6.457
H -1.553 4.943 -5.915
H -1.157 3.266 -6.258
H 1.726 4.412 -4.762
H 2.418 3.997 -2.434
H -1.650 3.135 -1.391
H -2.329 3.529 -3.732
H 2.369 5.006 -0.273
H 1.992 4.557 1.420
H 0.779 5.435 0.445
```

Properties
**Charge**: +1
**Gap between HOMO and LUMO**: 7.71 eV
**Largest force on an atom**: 0.0782 Eh/bohr
**LUMO energy**: -2.5 eV
**Relative energy (zero: lowest compared OMol25 entry of this formula, charge and spin)**: 292.0 kJ/mol